1.
C2H4BrCl3Si | the ωB97M-V functional and the def2-TZVPD basis

The geometry in XYZ format:
```
11
Properties=species:S:1:pos:R:3:forces:R:3
H -0.443710 0.610081 1.648703 -0.5 -0.3 -2.2
H -1.697668 0.215360 -1.254709 0.1 -0.2 -0.8
H -2.679102 0.164040 0.124418 -2.1 0.4 0.9
Cl 1.968851 -0.822881 -2.062392 0.1 -0.3 0.0
C -1.741464 -0.091391 -0.233402 2.2 -3.3 0.5
Si 1.841349 -0.586486 -0.012061 0.2 -0.1 -0.3
Br -0.364226 2.343232 -0.233743 0.2 -0.3 0.3
Cl 2.332017 -2.130183 1.253220 0.3 -0.4 -0.1
H -1.637920 -1.290685 -0.136463 -0.1 2.6 -0.3
Cl 3.094252 0.967601 0.397840 0.3 0.2 0.2
C -0.672383 0.621309 0.508594 -0.7 1.6 1.7
```
Positions in Å, forces in eV/Å.

Calculated values
HOMO energy (spin up / spin down): -7.00 / -10.72 eV
ΔE to the lowest compared entry with this formula, charge and spin: 3.22 kcal per mole
Kohn-Sham gap (spin up / spin down): 7.63 / 8.42 eV
multiplicity: 3


2.
C2H4BrClN3 | the ωB97M-V functional and the def2-TZVPD basis

The geometry in XYZ format:
```
11
Properties=species:S:1:pos:R:3:forces:R:3
H 0.061034 -0.714143 1.712663 2.1 1.7 -1.3
C -1.633023 -0.892880 -1.353825 -0.1 -0.4 0.0
C 1.169429 -0.357868 1.448236 -2.5 -1.7 1.2
N 1.640050 0.096511 0.351966 -2.3 0.1 0.9
H 2.647378 0.070580 0.320486 0.3 0.8 -0.8
Cl -1.922325 2.631717 -1.722930 -1.1 0.1 -0.3
N -0.986372 1.364996 -1.183195 3.3 1.8 1.4
N -1.381174 0.241744 -1.031140 -1.8 -1.6 -1.2
Br -2.326138 -2.334249 -0.499358 -0.1 -0.2 0.4
H 1.792102 -0.623474 2.292087 0.7 0.0 -0.3
H 0.939041 0.517067 -0.334992 1.4 -0.5 0.2
```
Positions in Å, forces in eV/Å.

Calculated values
HOMO energy: -12.36 eV
ΔE to the lowest compared entry with this formula, charge and spin: 72.53 kcal per mole
charge: +1
Kohn-Sham gap: 6.60 eV


3.
C2H4BrN2OP | the ωB97M-V functional and the def2-TZVPD basis

The geometry in XYZ format:
```
11
Properties=species:S:1:pos:R:3:forces:R:3
N -0.183586 -0.799758 -1.109679 -1.2 -0.2 -0.9
O -0.872496 -0.562471 1.318231 2.0 -0.1 -0.7
C 0.573437 -0.546060 -0.052392 0.3 1.2 0.8
H 0.973760 1.385132 -0.880696 0.8 -0.3 1.3
C 1.335727 0.733986 -0.034866 -2.6 1.1 1.3
N -1.394385 -0.907058 -1.161864 0.6 -0.1 -1.0
H 2.360849 0.526716 0.074066 1.5 -0.1 -0.8
H 1.252921 -1.297732 0.220661 0.0 -1.8 0.9
H 1.102425 1.087447 1.026778 -0.1 0.3 -1.5
Br -3.027011 1.199595 0.122969 -0.1 0.4 -0.3
P -2.121646 -0.819801 0.476789 -1.2 -0.5 1.0
```
Positions in Å, forces in eV/Å.

Calculated values
HOMO energy: -9.18 eV
Kohn-Sham gap: 8.73 eV


4.
C2H4BrNO2 | the ωB97M-V functional and the def2-TZVPD basis

The geometry in XYZ format:
```
10
Properties=species:S:1:pos:R:3:forces:R:3
H -0.855602 -0.744826 0.489738 1.0 0.2 -0.7
H -0.047141 -1.211132 -1.112981 -0.4 1.4 1.4
C -0.023407 0.995298 -0.602900 0.1 -0.9 1.3
C 0.027555 -0.523913 -0.183079 -1.7 -0.6 -1.3
Br 0.390838 1.170500 -2.465598 0.2 0.2 -0.1
O -1.223149 2.880279 -0.326606 -1.3 -0.8 0.1
H 0.511127 1.784851 -0.003029 0.2 -1.5 -0.8
H 0.921360 -0.944497 0.254839 0.5 0.9 0.5
O -2.460441 1.083845 -0.437205 -0.1 -0.3 0.1
N -1.417267 1.664828 -0.425667 1.6 1.4 -0.3
```
Positions in Å, forces in eV/Å.

Calculated values
HOMO energy: -10.89 eV
ΔE to the lowest compared entry with this formula, charge and spin: 78.73 kcal per mole
SMILES string: C[C@@H](Br)[N+](=O)[O-]
Kohn-Sham gap: 10.68 eV


5.
C2H4BrO2S | the ωB97M-V functional and the def2-TZVPD basis

The geometry in XYZ format:
```
10
Properties=species:S:1:pos:R:3:forces:R:3
S 3.318154 0.652309 -0.272217 -1.5 0.3 0.2
Br 0.112790 2.674683 0.382469 -0.6 -0.6 -0.3
H 0.137109 -0.725134 -1.097506 -1.4 -0.1 0.5
C 0.206476 0.684690 0.403824 1.2 -0.2 1.8
H 0.154596 0.413712 1.489923 0.1 0.6 -0.9
H -1.077672 -1.070624 0.309489 0.4 1.3 -1.6
H -1.408728 0.237539 -1.081184 0.4 -0.6 0.8
O 3.993682 0.558677 1.000776 0.5 0.2 0.8
O 3.220313 -0.601855 -0.980950 0.1 -0.7 -0.8
C -0.652589 -0.261560 -0.413194 0.8 -0.2 -0.4
```
Positions in Å, forces in eV/Å.

Calculated values
HOMO energy (spin up / spin down): -1.81 / -2.80 eV
ΔE to the lowest compared entry with this formula, charge and spin: 43.46 kcal per mole
charge: -1
Kohn-Sham gap (spin up / spin down): 5.34 / 6.37 eV


6.
C2H4BrOP | the ωB97M-V functional and the def2-TZVPD basis

The geometry in XYZ format:
```
9
Properties=species:S:1:pos:R:3:forces:R:3
H -0.201705 0.051038 -2.603048 0.1 0.0 0.1
H 0.037940 1.507684 -1.615838 0.0 0.1 0.0
C 0.188990 0.129920 2.417147 -1.1 -0.2 -0.4
C 0.055018 0.419513 -1.606303 -0.2 -0.2 0.2
Br -0.775372 -2.318755 -0.516122 0.1 -0.4 0.0
O -0.390800 -0.058013 3.417737 0.5 0.1 -0.4
H 1.246937 0.366146 2.245049 0.5 0.1 0.2
P -1.212455 -0.164975 -0.398994 0.2 0.4 0.3
H 1.051447 0.067443 -1.339629 0.0 0.0 0.0
```
Positions in Å, forces in eV/Å.

Calculated values
HOMO energy (spin up / spin down): -8.24 / -7.97 eV
ΔE to the lowest compared entry with this formula, charge and spin: 56.75 kcal per mole
Kohn-Sham gap (spin up / spin down): 7.50 / 8.07 eV


7.
C2H4BrP | the ωB97M-V functional and the def2-TZVPD basis

The geometry in XYZ format:
```
8
Properties=species:S:1:pos:R:3:forces:R:3
H 0.736631 -2.468648 -1.212988 -0.2 -0.1 0.0
C 0.758103 -1.413585 -0.948039 0.3 0.1 -0.1
P -1.348236 1.854488 1.170836 -0.1 -0.4 -0.1
Br 0.422048 2.288304 2.372607 0.3 0.1 0.3
C -0.198385 -0.830067 -0.294093 -0.1 0.2 0.1
H 1.649829 -0.886872 -1.260996 0.1 0.1 0.0
H -1.141052 -1.102872 0.118004 -0.4 -0.2 0.2
H -0.878938 2.559251 0.054668 0.0 0.2 -0.3
```
Positions in Å, forces in eV/Å.

Calculated values
HOMO energy (spin up / spin down): -8.45 / -9.06 eV
ΔE to the lowest compared entry with this formula, charge and spin: 80.77 kcal per mole
Kohn-Sham gap (spin up / spin down): 8.27 / 7.90 eV


8.
C2H4BrP | the ωB97M-V functional and the def2-TZVPD basis

The geometry in XYZ format:
```
8
Properties=species:S:1:pos:R:3:forces:R:3
H -1.847886 0.238823 -1.682484 0.5 -0.4 0.1
H 1.586316 -1.629214 1.615171 0.4 0.9 -1.1
C -1.555099 0.555802 -0.684322 -0.1 0.4 -0.2
C -0.574656 0.115218 0.079921 0.1 -0.6 -1.3
P 1.786494 -1.410119 0.147497 -1.9 -0.3 0.1
Br 3.140126 0.300919 -0.129427 0.0 0.1 0.5
H -2.202711 1.421259 -0.392850 0.7 -0.7 0.4
H -0.332585 0.407310 1.046491 0.4 0.6 1.5
```
Positions in Å, forces in eV/Å.

Calculated values
HOMO energy (spin up / spin down): -8.50 / -8.91 eV
ΔE to the lowest compared entry with this formula, charge and spin: 78.32 kcal per mole
Kohn-Sham gap (spin up / spin down): 7.96 / 7.92 eV


9.
C2H4Cl2N2 | the ωB97M-V functional and the def2-TZVPD basis

The geometry in XYZ format:
```
10
Properties=species:S:1:pos:R:3:forces:R:3
H -1.231046 -1.389377 0.024225 0.4 1.9 0.9
C -1.058191 -0.565471 0.820666 -1.7 -0.7 -3.2
Cl -0.404381 1.474043 -0.957394 -0.5 0.1 0.2
N 2.115769 -0.328606 -0.568606 0.4 -0.4 0.1
C -0.254124 0.621894 0.494602 -1.2 -1.0 -0.7
H 2.399075 0.111369 -2.538233 0.1 -0.4 1.2
H -0.004440 1.195822 1.333257 0.7 0.9 0.9
N 1.897833 0.165318 -1.583535 -0.3 0.6 -1.3
H -0.585885 -1.056966 1.587970 0.7 -1.0 2.3
Cl -2.874611 -0.228027 1.387049 1.4 0.0 -0.3
```
Positions in Å, forces in eV/Å.

Calculated values
HOMO energy (spin up / spin down): -8.20 / -8.45 eV
ΔE to the lowest compared entry with this formula, charge and spin: 87.01 kcal per mole
Kohn-Sham gap (spin up / spin down): 7.50 / 8.64 eV


10.
C2H4Cl2N2O | the ωB97M-V functional and the def2-TZVPD basis

The geometry in XYZ format:
```
11
Properties=species:S:1:pos:R:3:forces:R:3
H 1.032477 -0.981057 -1.559693 -1.0 0.2 -1.0
C 0.186363 -0.888989 -0.879987 1.2 0.3 2.1
N 1.220936 1.363452 -0.275799 1.6 1.1 0.0
N -0.747418 0.912001 0.574749 0.2 0.3 1.0
H -0.301680 1.662381 1.089832 -1.2 0.6 0.9
O -1.631471 0.086174 1.290270 -0.4 0.9 -1.3
Cl -1.493610 -1.113047 -1.321493 0.7 -0.1 -1.0
Cl 0.692628 -2.314212 0.207577 -0.3 0.8 0.0
H 1.860929 1.144516 -0.999776 1.0 -0.2 -0.7
C 0.369397 0.484641 -0.115983 -2.9 -3.2 -1.1
H -1.188550 -0.355860 1.990302 1.1 -0.6 1.1
```
Positions in Å, forces in eV/Å.

Calculated values
HOMO energy: -9.99 eV
ΔE to the lowest compared entry with this formula, charge and spin: 60.24 kcal per mole
SMILES string: [H]/N=C(/NO)C(Cl)Cl
Kohn-Sham gap: 10.52 eV


In the order shown, the computed molecular weight values come out to 242.403, 185.432, 182.945, 153.963, 172.023, 154.931, 138.932, 138.932, 126.974, 142.973 g/mol.
In the order shown, the computed strongest force on any atom values come out to 4.0, 4.0, 3.1, 2.3, 2.1, 1.2, 0.5, 2.0, 3.7, 4.5 eV/Å.